[1]
Density functional theory data (the ωB97M-V functional and the def2-TZVPD basis) for a molecular structure, C24H35ClIrN4O9P2S in a non-equilibrium geometry.

Energy (eV): -94608.67591
Largest force on an atom (eV/A): 1.80
Lowest unoccupied orbital energy (eV): -3.5844
Relative energy (zero: lowest compared OMol25 entry of this formula, charge and spin) (eV): 0.954
Gap between HOMO and LUMO (eV): 6.9181
Total charge: +1

Cartesian coordinates (Å):
Ir: 0.0993 0.2344 -0.2714
O: -0.8437 -1.1446 -2.1289
Cl: 0.5354 -1.4381 -2.5627
O: 0.6668 -1.6783 -3.9417
O: 1.0495 -2.5096 -1.7873
O: 1.2276 -0.1258 -2.2401
N: -3.4845 -6.6283 0.7411
C: -3.1731 -5.3377 1.0229
C: -3.1925 -4.3624 0.0092
C: -2.8957 -3.0525 0.3005
C: -2.5655 -2.6867 1.6047
C: -2.5261 -3.6433 2.6169
C: -2.8324 -4.9535 2.3309
S: -2.2072 -1.0308 1.9624
O: -3.0359 -0.1816 1.1463
O: -2.1361 -0.8368 3.3776
N: -0.6876 -0.7518 1.3210
C: 0.3794 -1.5947 1.5481
N: 0.4685 -2.5734 2.4275
C: 1.6103 -3.2591 2.3689
C: 2.6292 -2.9995 1.4524
C: 2.4382 -1.9650 0.5606
N: 1.3163 -1.2597 0.6348
H: -3.7222 -6.9118 -0.1908
H: -3.4643 -7.3328 1.4543
H: -3.4501 -4.6468 -1.0029
H: -2.9187 -2.3077 -0.4866
H: -2.2625 -3.3448 3.6211
H: -2.8170 -5.6965 3.1180
H: 1.7141 -4.0624 3.0889
H: 3.5303 -3.5924 1.4303
H: 3.1479 -1.6914 -0.2102
C: -2.4841 2.6788 0.3505
P: -1.7461 1.5748 -0.8832
C: -3.1220 0.7448 -1.7450
C: -1.2553 2.7331 -2.2334
C: -1.3282 4.1231 -2.1428
C: -1.0246 4.9251 -3.2336
C: -0.6442 4.3491 -4.4368
C: -0.5766 2.9674 -4.5436
C: -0.8865 2.1692 -3.4552
H: -1.7050 3.1475 0.9541
H: -3.1364 2.1110 1.0061
H: -3.0596 3.4433 -0.1669
H: -3.5597 1.4963 -2.3998
H: -3.8542 0.3980 -1.0187
H: -2.7803 -0.0961 -2.3376
H: -1.6523 4.6044 -1.2300
H: -1.0996 6.0006 -3.1439
H: -0.4124 4.9724 -5.2899
H: -0.2960 2.5062 -5.4810
H: -0.8307 1.0919 -3.5624
C: 2.0969 3.8109 -1.1704
C: 1.0986 3.8750 -0.0444
O: 1.4155 2.9880 1.0605
P: 1.4960 1.4155 0.9819
O: 1.4911 1.0059 2.4950
C: 0.3423 1.2624 3.3764
C: 0.6333 2.4360 4.2743
O: 2.9211 1.0360 0.4468
C: 4.1522 1.6406 0.9610
C: 5.1470 1.7133 -0.1662
H: 1.7470 4.4492 -1.9827
H: 2.1968 2.7999 -1.5703
H: 3.0783 4.1634 -0.8539
H: 0.1043 3.6084 -0.3821
H: 1.0605 4.8605 0.4150
H: 0.2063 0.3380 3.9332
H: -0.5453 1.4121 2.7651
H: 1.5334 2.2598 4.8621
H: -0.2033 2.5676 4.9609
H: 0.7644 3.3554 3.7052
H: 4.4945 0.9922 1.7666
H: 3.9140 2.6189 1.3783
H: 5.2817 0.7349 -0.6254
H: 6.1099 2.0417 0.2249
H: 4.8306 2.4134 -0.9371

Forces on atoms 1 to 3 (eV/Å):
Ir -0.399 -1.677 -0.527
O 0.071 -0.225 0.378
Cl 0.351 0.602 -0.015

Let us look at the Löwdin charges, expressed in e, one per atom: atom 1 (Ir): 1.102, atom 2 (O): -0.426, atom 3 (Cl): 0.707, atom 4 (O): -0.229, atom 5 (O): -0.282, atom 6 (O): -0.446, atom 7 (N): 0.131, atom 8 (C): -0.304, atom 9 (C): -0.012, atom 10 (C): -0.050, atom 11 (C): -0.322, atom 12 (C): -0.059, atom 13 (C): -0.015, atom 14 (S): 0.638, atom 15 (O): -0.341, atom 16 (O): -0.265, atom 17 (N): -0.231, atom 18 (C): -0.464, atom 19 (N): 0.184, atom 20 (C): -0.061, atom 21 (C): -0.009, atom 22 (C): -0.086, atom 23 (N): -0.067, atom 24 (H): 0.105, atom 25 (H): 0.105, atom 26 (H): 0.117, atom 27 (H): 0.107, atom 28 (H): 0.117, atom 29 (H): 0.116, atom 30 (H): 0.124, atom 31 (H): 0.113, atom 32 (H): 0.135, atom 33 (C): -0.212, atom 34 (P): 0.826, atom 35 (C): -0.198, atom 36 (C): -0.369, atom 37 (C): -0.120, atom 38 (C): -0.070, atom 39 (C): -0.065, atom 40 (C): -0.055, atom 41 (C): -0.092, atom 42 (H): 0.049, atom 43 (H): 0.042, atom 44 (H): 0.058, atom 45 (H): 0.069, atom 46 (H): 0.047, atom 47 (H): 0.033, atom 48 (H): 0.099, atom 49 (H): 0.112, atom 50 (H): 0.111, atom 51 (H): 0.115, atom 52 (H): 0.091, atom 53 (C): -0.047, atom 54 (C): -0.232, atom 55 (O): -0.224, atom 56 (P): 0.552, atom 57 (O): -0.215, atom 58 (C): -0.236, atom 59 (C): -0.051, atom 60 (O): -0.257, atom 61 (C): -0.218, atom 62 (C): -0.054, atom 63 (H): 0.087, atom 64 (H): 0.077, atom 65 (H): 0.085, atom 66 (H): 0.040, atom 67 (H): 0.136, atom 68 (H): 0.117, atom 69 (H): 0.091, atom 70 (H): 0.088, atom 71 (H): 0.092, atom 72 (H): 0.074, atom 73 (H): 0.127, atom 74 (H): 0.118, atom 75 (H): 0.085, atom 76 (H): 0.091, atom 77 (H): 0.071

[2]
Density functional theory data (the ωB97M-V functional and the def2-TZVPD basis) for a single C3H4ClFN2S molecule in a non-equilibrium geometry.

Energy (eV): -32229.49382
Largest force on an atom (eV/A): 2.39
Lowest unoccupied orbital energy (eV): -0.0559
Relative energy (zero: lowest compared OMol25 entry of this formula, charge and spin) (eV): 1.252
SMILES string: NNC(=S)/C=C(\F)Cl
Gap between HOMO and LUMO (eV): 8.5883

Cartesian coordinates (Å):
N: 0.3452 1.7664 -0.2224
N: 1.2329 0.7012 0.0943
C: 1.0398 -0.6387 -0.0021
S: 2.1859 -1.7427 0.3746
C: -0.3360 -1.0928 -0.3066
C: -1.4196 -0.6686 0.3332
F: -1.3362 0.3089 1.2656
Cl: -3.0375 -1.1337 0.0114
H: -0.0881 1.5900 -1.1436
H: -0.3542 1.9028 0.4626
H: 2.2070 0.9727 0.1175
H: -0.4393 -1.9654 -0.9844

Forces on atoms 1 to 3 (eV/Å):
N 1.153 -0.743 -1.957
N 0.014 0.229 -0.290
C -0.901 0.644 0.619

Let us look at the Löwdin charges, expressed in e, one per atom: atom 1 (N): 0.044, atom 2 (N): -0.081, atom 3 (C): -0.859, atom 4 (S): 0.661, atom 5 (C): -0.148, atom 6 (C): -0.745, atom 7 (F): -0.005, atom 8 (Cl): 0.736, atom 9 (H): 0.103, atom 10 (H): 0.052, atom 11 (H): 0.120, atom 12 (H): 0.124

[3]
Density functional theory data (the ωB97M-V functional and the def2-TZVPD basis) for a molecular structure, C39H87BrN2O7P in a non-equilibrium geometry.

Energy (eV): -138494.32028
Largest force on an atom (eV/A): 2.24
Lowest unoccupied orbital energy (eV): 1.6701
Gap between HOMO and LUMO (eV): 5.8017
Total charge: -1

Cartesian coordinates (Å):
C: -7.4298 -5.8369 -0.9866
C: -6.2568 -5.3876 -0.0591
C: -5.5017 -4.1391 -0.6361
C: -4.0276 -4.4974 -1.0163
C: -4.0267 -5.2107 -2.4078
C: -2.5957 -5.6552 -2.7940
C: -1.5982 -4.4568 -2.9448
C: -0.5666 -4.8584 -4.0465
C: 0.6500 -3.8757 -4.0824
C: 0.3694 -2.7782 -5.1838
C: 0.6186 -1.3718 -4.5407
C: 2.1510 -1.0682 -4.4301
C: 2.3713 0.4565 -4.7450
C: 2.0898 1.3218 -3.4663
C: 3.2493 2.3319 -3.1423
C: 3.6030 2.2946 -1.6168
C: 3.2639 3.6262 -0.8583
C: 4.3321 3.8001 0.2790
C: 3.8277 4.8231 1.3508
C: 2.8081 4.1587 2.3082
C: 2.5147 4.9860 3.6029
C: 3.8840 5.1652 4.3505
C: 3.8990 4.6090 5.8045
C: 5.3751 4.1675 6.0986
Br: 3.5049 5.9866 7.1696
C: 1.8534 6.3281 3.0091
O: 0.5186 6.5016 3.4516
P: 0.5905 5.7814 5.0542
O: -0.9865 5.0971 4.7938
C: -1.5217 4.4387 5.9188
C: -1.7589 5.3334 7.1660
O: 1.4625 4.4188 4.3467
H: -7.9520 -6.6862 -0.5247
H: -8.1018 -4.9609 -1.0577
H: -7.0917 -6.0468 -2.0120
H: -6.6696 -5.1164 0.9264
H: -5.5256 -6.2007 0.0708
H: -5.9994 -3.7706 -1.5508
H: -5.4530 -3.3358 0.1188
H: -3.5434 -5.1463 -0.2687
H: -3.4777 -3.5408 -1.0628
H: -4.4433 -4.4779 -3.1207
H: -4.7208 -6.0709 -2.3759
H: -2.1713 -6.3955 -2.0979
H: -2.6654 -6.1591 -3.7785
H: -2.1367 -3.5638 -3.3051
H: -1.1126 -4.2508 -1.9799
H: -0.2545 -5.9117 -3.9133
H: -1.1317 -4.8432 -4.9960
H: 1.6018 -4.4001 -4.2629
H: 0.7484 -3.3828 -3.1000
H: 1.0084 -2.9566 -6.0601
H: -0.6991 -2.7985 -5.4612
H: 0.1697 -1.3718 -3.5339
H: 0.0981 -0.6097 -5.1417
H: 2.7350 -1.6193 -5.1890
H: 2.4969 -1.3182 -3.4159
H: 1.6777 0.7814 -5.5371
H: 3.3987 0.5747 -5.1254
H: 1.9582 0.6135 -2.6329
H: 1.1588 1.9040 -3.5477
H: 2.9711 3.3444 -3.4783
H: 4.1575 2.0404 -3.6966
H: 3.1610 1.4435 -1.0790
H: 4.7004 2.1764 -1.5383
H: 3.3700 4.4787 -1.5492
H: 2.2439 3.6067 -0.4420
H: 5.2552 4.1846 -0.1952
H: 4.5194 2.8006 0.7047
H: 4.7284 5.2270 1.8536
H: 3.3941 5.6602 0.7739
H: 1.8544 4.0608 1.7594
H: 3.1145 3.1223 2.5636
H: 4.6699 4.5909 3.8239
H: 4.2313 6.2134 4.3244
H: 3.2722 3.7165 5.9027
H: 6.0033 5.0432 5.8478
H: 5.6970 3.3493 5.4357
H: 5.5108 3.9254 7.1645
H: 2.5566 7.1717 3.1930
H: 1.7253 6.3339 1.9053
H: -0.1102 6.9426 5.5915
H: 0.8456 5.1438 6.3172
H: 1.7723 6.6076 5.2160
H: -2.5235 4.0714 5.6068
H: -0.9209 3.5343 6.1379
H: -2.3137 4.7172 7.9048
H: -2.2908 6.2660 6.9424
H: -0.7982 5.5642 7.6561
C: -13.0179 -10.2623 -2.6135
O: -12.1301 -11.3074 -2.9679
C: -11.7935 -11.3342 -4.3510
C: -10.3465 -10.9244 -4.5728
N: -10.1513 -9.5018 -4.3121
C: -8.7478 -9.0919 -4.2369
C: -7.8725 -9.7060 -3.1424
O: -8.2148 -9.3077 -1.8260
C: -9.2733 -10.0401 -1.2345
H: -13.3495 -10.4422 -1.5913
H: -12.5214 -9.2875 -2.6436
H: -13.8948 -10.2483 -3.2665
H: -12.4764 -10.7195 -4.9450
H: -11.9125 -12.3698 -4.6823
H: -10.0685 -11.1368 -5.6093
H: -9.7276 -11.5471 -3.9159
H: -10.5934 -9.2647 -3.4345
H: -8.7488 -8.0089 -4.0885
H: -8.2803 -9.2765 -5.2093
H: -6.8559 -9.3365 -3.3026
H: -7.8100 -10.7980 -3.2119
H: -9.2913 -11.0818 -1.5633
H: -10.2351 -9.5625 -1.4381
H: -9.1283 -10.0224 -0.1534
C: 10.0659 9.7188 4.0835
O: 9.8176 9.6673 2.6902
C: 10.7311 8.8472 1.9705
C: 10.0561 7.5814 1.4669
N: 9.7437 6.6730 2.5652
C: 8.8548 5.5687 2.1971
C: 7.4488 5.9070 1.6979
O: 6.5967 6.4625 2.6830
C: 6.7405 7.8579 2.8800
H: 9.4374 10.5036 4.5027
H: 9.8034 8.7756 4.5722
H: 11.1120 9.9618 4.2911
H: 11.6199 8.6141 2.5650
H: 11.0594 9.4300 1.1046
H: 10.7246 7.0733 0.7654
H: 9.1546 7.8875 0.9230
H: 9.3002 7.1956 3.3084
H: 8.7458 4.9478 3.0901
H: 9.3596 4.9536 1.4448
H: 6.9787 4.9636 1.4050
H: 7.4566 6.5311 0.7964
H: 7.0044 8.3817 1.9579
H: 7.4798 8.0640 3.6586
H: 5.7842 8.2442 3.2352

Forces on atoms 1 to 3 (eV/Å):
C 0.414 0.817 0.790
C -0.223 0.531 -0.790
C 0.850 -0.780 0.573

These are the Löwdin partial charges, in e, on atoms 1 to 99: atom 1 (C): -0.116, atom 2 (C): -0.250, atom 3 (C): -0.213, atom 4 (C): -0.219, atom 5 (C): -0.215, atom 6 (C): -0.219, atom 7 (C): -0.208, atom 8 (C): -0.225, atom 9 (C): -0.192, atom 10 (C): -0.198, atom 11 (C): -0.214, atom 12 (C): -0.201, atom 13 (C): -0.206, atom 14 (C): -0.193, atom 15 (C): -0.190, atom 16 (C): -0.206, atom 17 (C): -0.198, atom 18 (C): -0.218, atom 19 (C): -0.196, atom 20 (C): -0.136, atom 21 (C): -0.501, atom 22 (C): -0.178, atom 23 (C): -0.674, atom 24 (C): -0.187, atom 25 (Br): 0.648, atom 26 (C): -0.255, atom 27 (O): -0.300, atom 28 (P): 0.509, atom 29 (O): -0.349, atom 30 (C): -0.380, atom 31 (C): -0.136, atom 32 (O): -0.262, atom 33 (H): 0.059, atom 34 (H): 0.072, atom 35 (H): 0.059, atom 36 (H): 0.098, atom 37 (H): 0.096, atom 38 (H): 0.102, atom 39 (H): 0.101, atom 40 (H): 0.110, atom 41 (H): 0.104, atom 42 (H): 0.112, atom 43 (H): 0.100, atom 44 (H): 0.112, atom 45 (H): 0.101, atom 46 (H): 0.114, atom 47 (H): 0.111, atom 48 (H): 0.105, atom 49 (H): 0.102, atom 50 (H): 0.102, atom 51 (H): 0.095, atom 52 (H): 0.102, atom 53 (H): 0.096, atom 54 (H): 0.106, atom 55 (H): 0.100, atom 56 (H): 0.103, atom 57 (H): 0.106, atom 58 (H): 0.096, atom 59 (H): 0.093, atom 60 (H): 0.089, atom 61 (H): 0.108, atom 62 (H): 0.101, atom 63 (H): 0.092, atom 64 (H): 0.104, atom 65 (H): 0.097, atom 66 (H): 0.104, atom 67 (H): 0.109, atom 68 (H): 0.097, atom 69 (H): 0.104, atom 70 (H): 0.077, atom 71 (H): 0.110, atom 72 (H): 0.116, atom 73 (H): 0.122, atom 74 (H): 0.094, atom 75 (H): 0.103, atom 76 (H): 0.097, atom 77 (H): 0.064, atom 78 (H): 0.071, atom 79 (H): 0.052, atom 80 (H): 0.101, atom 81 (H): 0.101, atom 82 (H): 0.006, atom 83 (H): -0.017, atom 84 (H): -0.035, atom 85 (H): 0.098, atom 86 (H): 0.101, atom 87 (H): 0.059, atom 88 (H): 0.064, atom 89 (H): 0.041, atom 90 (C): -0.114, atom 91 (O): -0.195, atom 92 (C): -0.216, atom 93 (C): -0.215, atom 94 (N): -0.052, atom 95 (C): -0.196, atom 96 (C): -0.224, atom 97 (O): -0.189, atom 98 (C): -0.096, atom 99 (H): 0.089